1.
77
Properties=species:S:1:pos:R:3:forces:R:3:mulliken_charge:R:1 method="wB97M-V/def2-TZVPD" homo_energy_ev="-8.24 / -9.04" spin_multiplicity=3 s2=2.0081 lumo_energy_ev="-1.7 / -1.7"
O 3.389 -7.819 4.033 0.394 -2.254 -0.998 -0.471
C 2.999 -6.789 4.455 0.358 1.651 0.911 0.183
C 3.952 -5.905 5.189 -0.703 -0.544 -0.192 -0.529
C 3.584 -4.668 5.402 -0.045 0.285 0.306 -0.508
C 2.272 -4.142 4.923 0.527 -1.537 0.439 0.308
O 2.140 -2.972 4.884 -0.568 2.757 -0.193 -0.463
C 1.192 -5.094 4.467 0.188 1.039 0.875 -0.237
C -0.236 -4.619 4.245 0.607 -0.530 -0.076 1.196
F -0.382 -3.312 4.482 -0.026 0.657 0.544 -0.345
F -0.492 -4.768 2.934 -0.409 -0.163 -0.698 -0.288
C -1.344 -5.334 5.091 -0.759 1.078 -0.858 -0.116
F -0.858 -6.135 6.027 0.462 -0.530 0.610 -0.254
F -2.140 -6.019 4.260 -0.333 -0.651 -0.222 -0.227
C 1.569 -6.329 4.238 0.310 -1.728 -1.040 0.471
S 0.467 -7.613 3.648 -0.282 -0.307 0.222 -0.172
H 4.919 -6.266 5.512 -0.051 -0.364 -0.222 0.425
H 4.277 -4.005 5.902 -0.360 0.487 -0.095 0.431
H -1.994 -4.576 5.533 0.329 0.181 0.327 0.367
H 0.637 -7.596 2.306 0.384 0.391 0.389 0.180
C -3.988 0.582 1.420 -0.022 -0.178 0.252 -1.835
C -2.985 0.524 0.243 -1.927 0.436 0.729 1.871
C -3.193 -0.774 -0.544 0.434 -0.430 -0.101 -1.321
C -2.665 -2.012 0.180 0.010 0.045 0.060 -0.455
C -1.211 -1.816 0.601 -0.276 -0.046 -0.518 -1.078
C -0.981 -0.534 1.406 0.225 -0.664 1.927 1.944
N -1.588 0.660 0.747 0.607 -1.213 -2.094 0.160
O -0.830 1.007 -0.243 0.070 0.524 0.295 -0.246
C -1.545 -0.709 2.830 -0.374 0.010 0.069 -1.445
C 0.522 -0.350 1.625 0.214 0.381 -0.490 -1.843
C -3.373 1.708 -0.645 0.578 0.214 -0.305 -1.798
H -3.650 1.275 2.191 0.049 -0.035 -0.016 0.342
H -4.963 0.932 1.081 0.087 0.020 -0.162 0.493
H -4.170 -0.388 1.880 0.105 0.020 0.054 0.314
H -2.688 -0.700 -1.513 0.063 0.133 0.061 0.335
H -4.255 -0.909 -0.760 -0.030 0.210 0.065 0.367
H -3.285 -2.243 1.051 0.013 0.041 0.007 0.299
H -2.740 -2.879 -0.480 -0.012 0.014 0.018 0.415
H -0.880 -2.679 1.183 0.067 0.133 0.137 0.139
H -0.588 -1.801 -0.301 0.017 0.171 0.029 0.344
H -1.487 0.226 3.390 -0.021 0.026 -0.073 0.395
H -0.966 -1.451 3.373 0.139 0.052 -0.132 0.204
H -2.573 -1.062 2.858 -0.028 0.089 -0.051 0.266
H 1.080 -0.317 0.690 -0.110 0.112 -0.029 0.289
H 0.920 -1.187 2.201 -0.200 -0.032 0.057 0.366
H 0.729 0.567 2.180 -0.029 0.006 -0.030 0.469
H -3.232 2.656 -0.120 0.033 -0.028 0.003 0.468
H -4.423 1.635 -0.928 -0.013 -0.144 0.156 0.499
H -2.801 1.741 -1.572 0.134 0.003 0.122 0.125
C 0.256 4.171 -5.678 -0.063 -0.297 -0.041 -1.795
C 1.192 4.885 -4.676 -0.857 -0.139 -1.878 1.768
C 2.638 4.442 -4.920 0.366 -0.266 0.405 -1.303
C 2.926 3.024 -4.429 -0.071 -0.013 0.021 -0.497
C 2.508 2.856 -2.970 0.407 0.336 -0.309 -1.352
C 1.059 3.275 -2.704 -1.008 -1.754 0.232 1.936
N 0.750 4.620 -3.276 2.353 0.513 0.584 0.404
O 1.272 5.522 -2.507 -0.656 0.391 0.254 -0.600
C 0.098 2.214 -3.276 0.006 -0.119 -0.392 -1.534
C 0.797 3.231 -1.198 0.318 0.798 0.209 -1.869
C 1.063 6.369 -5.028 0.109 0.351 0.562 -1.839
H -0.776 4.169 -5.322 0.037 -0.020 0.051 0.328
H 0.259 4.679 -6.643 0.110 0.120 0.087 0.493
H 0.552 3.144 -5.889 -0.055 -0.024 0.107 0.303
H 3.323 5.129 -4.412 -0.134 0.056 0.070 0.383
H 2.871 4.509 -5.985 -0.185 0.112 -0.024 0.357
H 2.417 2.288 -5.058 -0.035 0.030 0.012 0.305
H 3.994 2.815 -4.528 -0.021 0.004 -0.015 0.422
H 2.650 1.817 -2.666 -0.189 0.010 0.075 0.370
H 3.183 3.451 -2.345 -0.136 0.103 0.027 0.399
H -0.939 2.544 -3.192 0.031 0.043 0.007 0.289
H 0.191 1.282 -2.718 0.044 0.126 0.159 0.338
H 0.292 1.956 -4.315 -0.027 0.104 -0.025 0.211
H 1.485 3.863 -0.635 -0.050 0.156 -0.163 0.395
H 0.926 2.220 -0.825 -0.021 -0.062 -0.213 0.376
H -0.222 3.542 -0.967 0.006 -0.020 -0.025 0.432
H 0.044 6.725 -4.861 0.017 -0.027 0.034 0.438
H 1.304 6.525 -6.080 -0.023 -0.213 -0.018 0.441
H 1.744 6.996 -4.454 -0.096 -0.081 0.138 0.365

***

2.
43
Properties=species:S:1:pos:R:3:forces:R:3:mulliken_charge:R:1 method="wB97M-V/def2-TZVPD" homo_energy_ev=-12.01 charge=+1 lumo_energy_ev=-2.7 e_above_lowest_ev=2.602
C 3.356 0.758 -0.148 -0.688 0.095 2.291 -0.600
C 2.434 -0.207 0.659 1.837 -0.505 -0.307 -0.919
C 1.245 -0.597 -0.133 -1.501 -0.571 1.556 0.978
C 0.060 -0.096 0.230 -0.648 -0.100 -0.472 -1.555
N -1.147 -0.400 -0.568 0.374 0.453 1.205 0.203
N 1.356 -1.575 -1.073 1.046 0.590 0.068 -0.260
N 2.697 2.072 -0.218 -1.170 -1.503 -0.719 -0.558
H 3.602 0.289 -1.100 0.146 0.509 -0.091 0.267
H 4.203 0.857 0.533 0.640 -0.242 -0.643 0.483
H 2.276 0.142 1.679 -0.837 0.647 -0.345 0.037
H 3.057 -1.068 0.938 -0.174 -0.327 -0.657 0.518
H -0.183 0.404 1.139 0.387 0.580 0.215 0.887
H -1.003 -0.245 -1.564 -0.234 -0.444 -0.221 0.228
H -1.544 -1.324 -0.375 0.192 -0.462 -0.240 0.410
H -1.886 0.218 -0.252 -0.044 0.220 0.023 0.120
H 0.588 -1.796 -1.682 0.389 -0.200 -0.074 0.097
H 2.295 -1.920 -1.208 -0.430 -0.303 -0.506 0.285
H 3.303 2.814 -0.468 0.482 0.772 0.074 0.237
H 2.138 2.233 0.615 0.507 0.309 -0.107 0.154
H -1.566 -0.609 -3.558 0.091 0.892 -0.743 0.343
H -1.179 -1.941 -3.147 -0.351 -0.312 0.090 0.302
O -1.831 -1.263 -2.925 -0.419 -1.076 0.105 -0.676
H 0.339 1.938 3.845 -1.176 1.283 0.330 0.291
H 1.867 2.135 3.408 -1.263 -0.329 0.562 0.307
O 1.147 1.513 3.663 2.466 -0.991 -0.917 -0.582
H -4.627 0.641 -0.943 -0.604 -0.302 -0.239 0.357
H -3.874 1.716 -0.282 0.023 0.656 0.318 0.332
O -4.591 1.103 -0.100 0.328 -0.104 -0.528 -0.706
H -1.911 -3.547 1.786 0.024 0.088 -0.094 0.354
H -2.477 -2.133 1.508 -0.467 0.691 0.349 0.285
O -2.203 -2.939 1.097 0.683 -1.003 -0.616 -0.604
H 0.937 -0.685 3.361 -0.572 -0.107 -0.115 0.288
H -0.305 -1.244 2.572 0.266 0.208 0.067 0.338
O 0.427 -1.485 3.147 0.287 -0.128 0.193 -0.644
H -3.461 -0.726 2.290 -0.751 0.290 0.545 0.304
H -3.888 0.012 0.905 0.025 -0.264 0.845 0.300
O -3.182 -0.455 1.424 0.695 0.294 -0.718 -0.656
H 1.167 -0.242 -3.557 0.306 0.072 -0.041 0.318
H 0.316 0.752 -2.730 0.317 0.741 0.670 0.282
O 0.289 0.121 -3.449 -0.130 -0.538 -0.898 -0.657
H 1.113 2.012 -1.187 0.314 0.500 -0.178 0.567
H 0.398 2.593 -2.499 0.200 0.163 0.720 0.300
O 0.249 2.175 -1.632 -0.570 -0.241 -0.759 -0.756

***

3.
12
Properties=species:S:1:pos:R:3:forces:R:3:mulliken_charge:R:1 method="wB97M-V/def2-TZVPD" homo_energy_ev=-10.32 lumo_energy_ev=0.5 e_above_lowest_ev=2.130 smiles="N#C[C@@H]1C[C@@H]1C=O"
N 0.974 -1.992 -1.600 -0.378 0.986 0.305 -0.425
C 0.636 -0.945 -1.241 0.230 -0.865 -0.416 0.107
C 0.282 0.378 -0.768 0.006 0.049 -0.294 0.001
C 1.071 0.781 0.465 0.063 -0.028 0.206 -0.653
C -0.386 0.466 0.590 -0.222 0.043 -0.061 0.001
C -1.293 -0.724 0.719 0.026 -0.366 0.329 -0.082
O -1.241 -1.713 1.392 0.183 0.494 -0.143 -0.438
H -0.175 1.007 -1.516 0.711 0.407 -0.184 0.399
H 1.860 0.093 0.754 -0.286 -0.002 0.016 0.278
H 1.324 1.830 0.603 -0.090 -0.227 -0.072 0.254
H -0.979 1.377 0.669 -0.048 -0.149 -0.133 0.260
H -2.072 -0.559 -0.068 -0.196 -0.343 0.446 0.298

***

4.
24
Properties=species:S:1:pos:R:3:forces:R:3:mulliken_charge:R:1 method="wB97M-V/def2-TZVPD" homo_energy_ev=-8.42 lumo_energy_ev=0.9 e_above_lowest_ev=0.951 smiles=Cc1ccc(O)cc1.CC
C -0.663 2.785 3.325 -0.011 1.163 1.127 -1.318
C -0.305 1.811 2.269 -0.546 -1.977 -0.235 0.322
C 0.277 0.561 2.600 -0.405 1.770 -0.119 -0.562
C 0.196 -0.497 1.713 0.009 -0.590 0.712 -0.540
C -0.393 -0.351 0.468 -0.431 0.538 -0.929 0.932
O -0.471 -1.343 -0.492 -0.077 0.340 1.364 -0.498
C -0.971 0.867 0.099 0.645 -0.412 1.159 -0.687
C -0.929 1.897 1.025 -0.141 0.784 -0.122 -0.348
H -1.714 3.116 3.303 0.348 -0.091 -0.524 0.348
H -0.040 3.685 3.351 -0.041 0.011 -0.182 0.281
H -0.595 2.369 4.328 0.331 -0.308 0.009 0.375
H 0.749 0.491 3.585 -0.301 -0.426 -0.337 0.317
H 0.402 -1.466 2.159 0.470 -0.190 -0.608 0.282
H -0.042 -2.120 -0.124 0.066 -0.301 -0.114 0.267
H -1.521 0.915 -0.815 -0.090 0.212 -0.472 0.419
H -1.438 2.842 0.823 -0.018 -0.292 -0.185 0.320
C 0.712 -2.512 -2.979 0.360 0.023 -0.650 -0.489
C 1.220 -1.434 -3.975 -1.718 0.795 1.690 -0.923
H 1.538 -3.092 -2.574 0.100 0.190 0.578 0.301
H 0.096 -1.995 -2.229 0.591 -0.569 -0.385 0.041
H 0.087 -3.274 -3.454 -0.045 0.239 -0.257 0.312
H 0.263 -1.053 -4.374 0.748 -0.291 -1.167 0.250
H 2.053 -1.673 -4.621 -0.361 -0.258 -0.512 0.328
H 1.491 -0.531 -3.409 0.517 -0.359 0.159 0.269

***

5.
55
Properties=species:S:1:pos:R:3:forces:R:3:mulliken_charge:R:1 method="wB97M-V/def2-TZVPD" homo_energy_ev=-8.51 lumo_energy_ev=0.0 e_above_lowest_ev=1.977 smiles=NB(O)[PH2](S)CB(O)O.c1ccccc1.c1ccccc1.c1ccccc1
N 0.388 8.347 -1.558 2.380 -0.928 0.990 -0.681
B 0.887 6.947 -1.247 -1.781 -0.515 -3.353 0.585
O 0.722 5.921 -2.327 0.117 3.369 0.941 -0.533
P 1.747 6.379 0.374 1.935 0.141 -0.295 0.245
S -0.132 5.561 1.088 -2.195 -0.734 0.181 -0.408
C 3.331 7.268 -0.241 0.978 0.981 -0.645 -0.927
B 4.161 6.430 -1.413 0.950 0.470 -1.120 0.673
O 4.811 7.291 -2.464 -2.169 -0.670 2.509 -0.589
O 4.315 4.951 -1.439 -1.545 2.874 -0.608 -0.566
H 1.030 8.728 -2.304 -1.184 -0.336 0.826 0.288
H 0.537 8.950 -0.711 -0.321 -0.554 -1.218 0.276
H 0.360 6.388 -3.155 0.656 -1.031 1.830 0.297
H 1.854 7.183 1.592 -0.673 -0.765 -0.645 0.040
H 2.407 5.071 0.412 -0.493 1.079 0.005 0.091
H -0.840 5.127 -0.045 1.058 0.520 0.883 0.120
H 2.960 8.294 -0.726 0.944 -1.869 1.160 0.145
H 4.004 7.544 0.677 -0.965 -0.559 -1.724 0.323
H 4.500 8.250 -2.332 0.830 -2.300 -0.077 0.323
H 3.436 4.488 -1.564 1.472 0.875 0.402 0.312
C 0.269 0.828 0.676 0.145 0.082 -0.149 -0.589
C 1.263 -0.130 0.475 0.055 0.144 -0.059 -0.454
C 2.343 0.149 -0.361 -0.132 0.121 0.019 -0.465
C 2.428 1.387 -1.001 -0.137 -0.027 0.097 -0.493
C 1.430 2.341 -0.807 0.063 -0.213 0.139 0.272
C 0.351 2.063 0.033 0.028 -0.158 -0.023 -0.493
H -0.569 0.612 1.334 0.111 0.014 -0.104 0.459
H 1.195 -1.095 0.971 -0.003 0.150 -0.064 0.447
H 3.119 -0.596 -0.515 -0.107 0.113 0.023 0.375
H 3.271 1.606 -1.650 -0.088 -0.041 0.073 0.369
H 1.492 3.303 -1.309 -0.120 -0.070 0.004 0.468
H -0.425 2.808 0.186 0.184 -0.167 0.005 0.092
C -3.433 -3.079 1.228 0.143 0.046 -0.129 -0.496
C -2.440 -4.037 1.027 -0.017 0.140 -0.038 -0.275
C -1.360 -3.758 0.191 -0.138 0.156 0.006 -0.466
C -1.275 -2.521 -0.449 -0.145 -0.085 0.094 -0.387
C -2.273 -1.566 -0.255 -0.032 -0.125 0.069 -0.408
C -3.351 -1.844 0.585 0.138 -0.146 -0.016 -0.412
H -4.271 -3.295 1.886 0.111 0.024 -0.093 0.362
H -2.507 -5.002 1.523 0.026 0.158 -0.038 0.446
H -0.584 -4.503 0.037 -0.097 0.092 0.025 0.399
H -0.432 -2.301 -1.098 -0.117 -0.007 0.085 0.432
H -2.210 -0.604 -0.757 0.019 -0.150 0.083 0.428
H -4.128 -1.100 0.738 0.110 -0.103 -0.024 0.374
C -3.443 -9.344 2.065 0.140 0.055 -0.128 -0.371
C -2.449 -10.302 1.864 0.011 0.147 -0.065 -0.377
C -1.369 -10.022 1.027 -0.121 0.145 0.012 -0.340
C -1.284 -8.785 0.388 -0.156 -0.070 0.128 -0.470
C -2.283 -7.830 0.582 0.009 -0.131 0.071 -0.246
C -3.361 -8.109 1.421 0.144 -0.146 -0.007 -0.407
H -4.281 -9.559 2.722 0.112 0.025 -0.100 0.348
H -2.517 -11.267 2.360 0.015 0.154 -0.070 0.344
H -0.593 -10.767 0.873 -0.115 0.108 0.024 0.352
H -0.442 -8.566 -0.262 -0.117 -0.031 0.078 0.353
H -2.220 -6.868 0.079 -0.018 -0.156 0.054 0.428
H -4.137 -7.364 1.574 0.100 -0.095 -0.028 0.389

***

6.
43
Properties=species:S:1:pos:R:3:forces:R:3:mulliken_charge:R:1 method="wB97M-V/def2-TZVPD" homo_energy_ev=-2.88 charge=-1 lumo_energy_ev=2.4 e_above_lowest_ev=0.385
Pb -1.200 0.392 -1.677 0.118 0.007 -0.337 0.926
C -5.782 2.559 1.177 -0.015 -0.023 -0.017 -0.869
S -4.527 1.737 2.169 0.014 0.014 -0.024 -0.061
C -3.334 1.194 0.968 -0.051 0.075 0.051 0.355
S -3.654 1.339 -0.703 0.017 -0.027 -0.022 -0.455
N -2.306 0.704 1.594 0.070 -0.079 -0.067 -1.512
N -1.311 0.198 0.795 -0.001 -0.057 0.204 1.248
C -0.406 -0.432 1.435 -0.010 0.033 -0.027 -1.073
C 0.748 -1.026 0.761 -0.039 0.013 0.010 1.353
C 1.676 -1.758 1.489 0.019 -0.020 -0.058 -0.938
C 2.776 -2.282 0.829 -0.014 0.005 0.026 -0.339
C 2.908 -2.063 -0.530 0.004 0.005 -0.037 -0.839
C 1.928 -1.325 -1.179 -0.002 -0.028 0.027 -0.685
N 0.875 -0.822 -0.553 0.038 0.028 0.030 0.345
H -6.591 2.798 1.867 0.016 0.011 0.020 0.318
H -6.154 1.900 0.396 -0.007 0.000 -0.001 0.290
H -5.400 3.474 0.730 0.006 -0.015 -0.018 0.289
H -0.495 -0.542 2.514 0.008 0.016 0.008 0.273
H 1.536 -1.898 2.553 -0.006 0.003 0.005 0.443
H 3.527 -2.842 1.372 0.000 -0.002 -0.001 0.428
H 3.762 -2.431 -1.081 0.001 -0.003 0.001 0.442
H 1.989 -1.128 -2.242 0.008 0.005 -0.002 0.460
C -1.896 -4.096 -0.142 -0.041 -0.045 -0.013 -0.795
O -1.948 -2.676 -0.214 0.113 0.039 -0.083 -0.199
C -1.597 -2.100 -1.439 -0.175 0.053 0.308 0.149
O -1.329 -2.842 -2.362 0.003 0.008 -0.074 -0.637
H -1.837 -4.356 0.915 -0.015 0.013 -0.002 0.238
H -1.030 -4.488 -0.677 0.011 0.006 0.019 0.314
H -2.794 -4.544 -0.574 0.019 0.004 -0.024 0.268
Cl 5.583 0.558 -0.223 0.001 -0.001 -0.002 -0.293
C 3.985 1.262 -0.399 -0.020 -0.004 0.015 0.341
C 3.507 1.604 -1.656 0.014 -0.012 -0.006 -0.679
C 2.232 2.115 -1.795 -0.036 0.009 -0.005 -0.489
C 1.357 2.296 -0.687 0.116 0.020 -0.002 1.169
C 0.008 2.682 -0.850 -0.186 -0.123 0.096 -2.213
C 1.919 1.984 0.583 -0.043 0.031 -0.005 -0.445
C 3.189 1.469 0.722 0.034 -0.015 -0.008 -0.564
H 4.137 1.462 -2.526 0.003 -0.001 0.003 0.410
H 1.875 2.375 -2.786 0.002 0.003 0.001 0.345
H -0.258 3.194 -1.771 -0.007 0.017 0.003 0.483
H -0.551 2.993 0.027 0.027 0.034 0.010 0.396
H 1.311 2.140 1.468 0.002 0.006 -0.001 0.381
H 3.574 1.222 1.704 0.003 -0.002 0.000 0.423

***

7.
16
Properties=species:S:1:pos:R:3:forces:R:3:mulliken_charge:R:1 method="wB97M-V/def2-TZVPD" homo_energy_ev=-14.05 charge=+1 lumo_energy_ev=-4.6 e_above_lowest_ev=0.879
C -2.645 -2.867 -0.878 0.621 -0.498 0.776 -0.787
C -2.381 -1.952 -2.058 -0.302 0.633 -0.024 -0.729
H -2.059 -2.585 0.003 -0.158 0.211 -0.009 0.226
H -2.360 -3.911 -1.032 0.036 0.110 -0.368 0.282
H -3.683 -2.901 -0.561 -0.170 0.183 -0.148 0.273
H -1.455 -1.380 -2.029 0.523 -0.517 0.155 0.196
H -2.427 -2.477 -3.005 -0.075 0.045 -0.170 0.263
H -3.094 -1.130 -2.065 -0.460 -0.155 -0.203 0.277
N 1.330 0.857 0.421 0.509 0.293 -0.358 -0.271
C 1.921 1.476 1.399 0.136 -0.077 0.204 0.232
N 2.177 2.782 1.445 -0.488 -0.567 -0.095 -0.357
H 0.917 1.398 -0.330 0.079 -0.278 -0.174 0.254
H 1.374 -0.154 0.347 -0.216 0.156 0.007 0.273
H 2.243 0.858 2.236 -0.277 0.202 0.144 0.334
H 1.927 3.225 2.321 0.800 0.318 -0.021 0.273
H 2.283 3.342 0.603 -0.556 -0.058 0.286 0.261

***

Results for electronic energy: -2222.629456; -935.145678; -323.441405; -426.537836; -1810.567302; -2422.188066; -230.150092 (in hartree, following the order of the records).
Results for strongest force on any atom: 0.0549; 0.0547; 0.0214; 0.0493; 0.0745; 0.0070; 0.0216 (in hartree/bohr, following the order of the records).